Density functional theory data (ωB97M-V/def2-TZVPD) for C8H12N2O as an isolated structure.

The geometry in XYZ format:
```
23
C8H12N2O ωB97M-V/def2-TZVPD
C -0.805 1.705 -0.683
C 1.439 0.924 -1.301
C 1.331 0.201 0.999
C -0.430 0.393 -0.729
C -0.109 -0.247 0.597
C -1.005 -0.268 -1.963
C -0.047 -1.792 0.618
C -1.167 0.199 1.617
N -1.318 2.744 -0.582
N 2.033 0.616 -0.174
O 1.802 1.362 -2.361
H 1.275 0.911 1.805
H 1.805 -0.775 1.417
H -2.104 -0.376 -1.680
H -0.605 -1.269 -2.312
H -0.922 0.413 -2.833
H 0.062 -1.935 1.672
H 0.891 -2.117 0.023
H -0.930 -2.365 0.223
H -2.113 -0.345 1.725
H -1.308 1.242 1.383
H -0.808 0.051 2.683
H 3.031 0.731 -0.144
```

Relative energy (zero: lowest compared OMol25 entry of this formula, charge and spin) in eV: 2.0368
Orbital gap in eV: 9.25
Max |F| in eV Å⁻¹: 5.9
HOMO in eV: -8.8



Density functional theory data (ωB97M-V/def2-TZVPD) for one molecule with the formula C14H20ClN3OS.

The geometry in XYZ format:
```
40
C14H20ClN3OS ωB97M-V/def2-TZVPD
S 4.678 0.596 -2.477
C 3.222 0.335 -1.741
N 2.517 -0.799 -2.044
C 1.742 -1.595 -1.205
C 0.941 -2.585 -1.775
C 0.181 -3.412 -0.971
C 0.204 -3.278 0.407
C 1.017 -2.305 0.966
C 1.786 -1.465 0.182
H 2.434 -0.736 0.639
Cl 1.088 -2.139 2.687
H -0.388 -3.921 1.037
H -0.439 -4.172 -1.421
H 0.922 -2.699 -2.848
H 2.857 -1.259 -2.879
N 2.721 1.234 -0.865
H 3.338 2.026 -0.735
C 1.315 1.541 -0.677
H 0.713 0.651 -0.847
C 1.050 2.064 0.732
C -0.419 2.464 0.881
N -1.303 1.349 0.584
C -2.622 1.768 0.144
C -3.420 0.530 -0.268
O -3.546 -0.380 0.797
C -2.275 -0.770 1.260
C -1.448 0.434 1.704
H -0.464 0.095 2.026
H -1.951 0.925 2.557
H -2.447 -1.449 2.096
H -1.734 -1.301 0.461
H -4.435 0.805 -0.561
H -2.911 0.044 -1.115
H -2.518 2.433 -0.717
H -3.169 2.301 0.942
H -0.592 2.865 1.893
H -0.635 3.262 0.165
H 1.673 2.939 0.928
H 1.308 1.298 1.462
H 1.008 2.304 -1.406
```

Relative energy (zero: lowest compared OMol25 entry of this formula, charge and spin) in eV: 0.0000
Orbital gap in eV: 8.77
SMILES: S=C(NCCCN1CCOCC1)Nc1cccc(Cl)c1
Max |F| in eV Å⁻¹: 0.6
HOMO in eV: -8.2



Density functional theory data (ωB97M-V/def2-TZVPD) for C52H51ClInN7O4S2 as an isolated structure.

The geometry in XYZ format:
```
118
C52H51ClInN7O4S2 ωB97M-V/def2-TZVPD
In -0.335 -0.369 -0.848
O 6.523 -3.458 0.601
N 5.701 -4.284 0.280
O 5.910 -5.450 0.069
C 4.311 -3.841 0.171
C 3.355 -4.771 0.436
C 1.979 -4.436 0.354
C 0.956 -5.391 0.484
C -0.346 -4.995 0.293
C -0.602 -3.660 -0.029
N 0.334 -2.744 -0.075
C 1.610 -3.091 0.104
C 2.625 -2.083 -0.056
N 2.241 -0.807 -0.172
C 3.145 0.103 -0.454
C 4.480 -0.209 -0.717
C 4.906 -1.505 -0.567
C 3.984 -2.478 -0.139
H 3.640 -5.787 0.679
H 1.209 -6.420 0.696
H -1.158 -5.697 0.379
H -1.594 -3.311 -0.273
H 2.800 1.124 -0.515
H 5.162 0.563 -1.034
H 5.931 -1.771 -0.775
S -1.524 1.228 1.529
C -0.385 2.391 2.190
N -0.161 3.699 2.012
C 1.168 4.120 2.430
C 1.603 3.425 3.729
N 1.529 1.979 3.593
C 2.347 1.077 4.369
C 3.472 0.444 3.574
C 4.374 1.241 2.881
C 5.456 0.674 2.230
C 5.647 -0.698 2.269
C 4.744 -1.498 2.949
C 3.654 -0.932 3.590
C 0.503 1.554 2.856
S -0.152 -0.038 2.538
C -1.027 4.608 1.296
C -1.768 5.555 2.215
C -1.513 6.920 2.200
C -2.272 7.778 2.980
C -3.283 7.277 3.784
C -3.524 5.912 3.815
C -2.773 5.054 3.033
H 1.160 5.200 2.586
H 1.890 3.874 1.639
H 0.955 3.745 4.552
H 2.628 3.715 3.966
H 1.704 0.288 4.769
H 2.773 1.637 5.205
H 4.257 2.314 2.874
H 6.166 1.307 1.720
H 6.497 -1.147 1.780
H 4.905 -2.564 3.007
H 2.970 -1.560 4.143
H -1.747 4.009 0.733
H -0.419 5.177 0.588
H -0.743 7.321 1.556
H -2.078 8.839 2.951
H -3.892 7.945 4.374
H -4.307 5.512 4.440
H -2.984 3.993 3.035
C -3.566 -3.223 1.390
C -4.044 -1.804 1.343
C -4.764 -1.321 2.424
C -5.291 -0.045 2.421
C -5.116 0.754 1.305
C -4.399 0.314 0.202
C -4.296 1.194 -1.008
C -3.836 -0.974 0.231
N -3.000 -1.374 -0.818
C -3.392 -1.758 -1.966
C -4.824 -1.969 -2.338
C -2.383 -2.006 -3.034
C -2.838 -2.654 -4.299
N -1.185 -1.615 -2.875
C -0.191 -1.590 -3.847
C 0.817 -2.563 -3.870
C 0.695 -3.852 -3.113
C 1.921 -2.367 -4.683
C 2.026 -1.245 -5.483
C 0.986 -0.334 -5.518
C -0.128 -0.481 -4.712
C -1.230 0.534 -4.786
H -4.184 -3.803 2.069
H -2.541 -3.274 1.758
H -3.625 -3.691 0.411
H -4.924 -1.979 3.264
H -5.850 0.312 3.270
H -5.562 1.734 1.278
H -4.399 2.239 -0.729
H -5.101 0.950 -1.703
H -3.349 1.065 -1.532
H -5.477 -1.756 -1.495
H -4.995 -2.995 -2.656
H -5.104 -1.330 -3.175
H -3.368 -3.583 -4.104
H -1.983 -2.872 -4.933
H -3.510 -2.000 -4.851
H -0.220 -3.896 -2.528
H 1.549 -4.002 -2.455
H 0.685 -4.683 -3.818
H 2.696 -3.118 -4.691
H 2.898 -1.092 -6.095
H 1.055 0.525 -6.166
H -0.814 1.514 -5.006
H -1.803 0.592 -3.859
H -1.916 0.291 -5.599
Cl -0.821 2.508 -1.398
C 0.446 2.926 -2.526
C 1.315 1.685 -2.942
O 2.186 1.909 -3.752
O 1.061 0.574 -2.397
H 1.094 3.669 -2.061
H -0.014 3.352 -3.417
```

Relative energy (zero: lowest compared OMol25 entry of this formula, charge and spin) in eV: 3.5954
Orbital gap (spin up / spin down) in eV: 6.30 / 5.50
Net charge: +2
Max |F| in eV Å⁻¹: 2.1
HOMO (spin up / spin down) in eV: -12.7 / -12.1



Density functional theory data (ωB97M-V/def2-TZVPD) for a 2-piece molecular cluster, C2H3FN2O overall.

The geometry in XYZ format:
```
9
C2H3FN2O ωB97M-V/def2-TZVPD
C -0.987 -0.305 0.216
C 1.171 0.211 0.066
N -2.160 -1.042 0.220
N -1.481 -0.970 -0.893
O 0.080 -0.283 0.860
F -1.025 1.632 -0.106
H 1.788 -0.648 0.217
H 1.742 1.059 0.404
H 0.871 0.345 -0.984
```

Relative energy (zero: lowest compared OMol25 entry of this formula, charge and spin) in eV: 4.0340
Orbital gap in eV: 9.88
Max |F| in eV Å⁻¹: 3.7
HOMO in eV: -11.3



Density functional theory data (ωB97M-V/def2-TZVPD) for a 2-piece molecular cluster, C4H12 overall.

The geometry in XYZ format:
```
16
C4H12 ωB97M-V/def2-TZVPD
C 0.449 1.136 -2.206
C -0.982 0.864 -1.740
H 0.390 1.947 -2.926
H 1.152 1.269 -1.395
H 0.772 0.308 -2.846
H -1.118 -0.029 -1.139
H -1.360 1.687 -1.120
H -1.699 0.887 -2.564
C -0.077 -1.287 2.593
C 0.783 -0.770 1.422
H -1.010 -1.719 2.184
H 0.377 -2.080 3.171
H -0.559 -0.461 3.106
H 1.628 -1.398 1.164
H 1.123 0.229 1.718
H 0.131 -0.583 0.577
```

Relative energy (zero: lowest compared OMol25 entry of this formula, charge and spin) in eV: 0.4465
Orbital gap in eV: 12.47
SMILES: CC.CC
Max |F| in eV Å⁻¹: 2.1
HOMO in eV: -11.3